No. 1
# C20H20ClN4

5 unconnected molecules or ions with the total composition C20H20ClN4 in a non-equilibrium geometry (wB97M-V/def2-TZVPD, the Open Molecules 2025 dataset).

Geometry (Å):
Cl: -1.12 1.17 -2.08
N: -2.07 -1.85 -0.26
C: -1.75 -0.58 0.10
C: -2.07 -0.05 1.34
C: -2.71 -0.76 2.28
C: -3.13 -2.08 1.97
C: -2.76 -2.54 0.72
H: -1.22 -0.06 -0.69
H: -1.71 0.94 1.58
H: -2.90 -0.34 3.26
H: -3.51 -2.75 2.74
H: -3.11 -3.55 0.53
N: 0.41 -1.75 -3.68
C: 0.95 -2.93 -3.94
C: 1.04 -3.94 -2.97
C: 0.58 -3.73 -1.72
C: 0.03 -2.49 -1.34
C: 0.01 -1.50 -2.33
H: 1.06 -3.11 -5.00
H: 1.34 -4.92 -3.31
H: 0.72 -4.55 -1.03
H: -0.31 -2.39 -0.33
H: -0.36 -0.49 -2.19
N: 1.68 1.72 -0.89
C: 1.28 0.41 -0.87
C: 1.62 -0.53 0.12
C: 2.44 -0.08 1.16
C: 2.92 1.29 1.13
C: 2.49 2.15 0.13
H: 0.58 0.17 -1.65
H: 1.37 -1.59 0.11
H: 2.69 -0.77 1.95
H: 3.46 1.60 2.02
H: 2.81 3.18 0.05
N: 0.09 3.53 -0.46
C: -0.92 2.78 0.10
C: -1.07 2.58 1.47
C: -0.21 3.21 2.34
C: 0.80 4.01 1.86
C: 0.79 4.23 0.44
H: -1.55 2.13 -0.49
H: -1.76 1.89 1.93
H: -0.16 3.09 3.41
H: 1.63 4.40 2.43
H: 1.61 4.83 0.09

Its HOMO-LUMO gap is 7.51 eV. The value obtained for the highest occupied orbital energy is -4.57 eV. As for the net charge: -1. The calculation puts the calculated total energy at -1453.1324 a.u. The relative energy (zero: lowest compared OMol25 entry of this formula, charge and spin) is 678.07 kJ/mol.



No. 2
# C20H20ClNO5

A molecular structure, C20H20ClNO5 in a non-equilibrium geometry (wB97M-V/def2-TZVPD, the Open Molecules 2025 dataset).

Geometry (Å):
C: -2.22 -5.99 1.32
C: -2.83 -5.50 -0.07
O: -3.05 -4.19 0.05
C: -2.06 -3.13 0.04
C: -0.77 -3.30 -0.38
C: 0.24 -2.26 -0.12
C: -0.15 -0.87 0.25
C: -1.36 -0.80 0.32
C: -2.30 -1.77 0.32
O: -3.72 -1.46 0.73
C: -4.42 -1.56 -0.24
C: -4.25 -0.28 -1.31
H: -5.23 -0.26 -2.24
H: -4.55 0.58 -0.64
H: -3.37 -0.26 -1.78
H: -5.58 -1.35 0.27
H: -4.66 -2.32 -0.90
H: -1.76 0.29 0.76
C: 0.95 -0.17 0.12
C: 0.85 1.25 -0.24
N: 1.86 2.24 -0.29
C: 3.11 2.19 0.63
O: 3.51 1.06 1.05
C: 3.80 3.46 0.64
C: 3.35 4.51 0.29
C: 3.91 5.74 0.49
C: 5.19 5.82 0.45
C: 6.04 4.33 0.55
C: 5.16 3.43 0.60
H: 5.55 2.36 0.58
H: 7.10 4.31 0.55
Cl: 6.33 7.16 0.42
H: 3.48 6.74 0.53
H: 2.03 4.86 0.41
H: 1.56 3.16 -0.68
C: -0.19 1.50 -1.14
O: -1.07 0.88 -1.94
O: -0.36 3.04 -1.19
H: -1.00 3.20 -2.02
H: 2.01 -0.24 0.77
H: 1.16 -2.58 -0.24
H: -0.27 -4.27 -0.17
H: -2.01 -5.47 -0.88
H: -3.76 -5.72 -0.30
H: -1.09 -5.48 1.46
H: -3.01 -5.87 2.02
H: -2.16 -7.02 1.13

Its HOMO-LUMO gap is 7.13 eV. The value obtained for the highest occupied orbital energy is -8.10 eV. As for the net charge: 0. The calculation puts the calculated total energy at -1664.6338 a.u. The relative energy (zero: lowest compared OMol25 entry of this formula, charge and spin) is 1897.55 kJ/mol.



No. 3
# C20H20F10IrN3SeSi

A molecular structure, C20H20F10IrN3SeSi (wB97M-V/def2-TZVPD, the Open Molecules 2025 dataset).

Geometry (Å):
Ir: 0.15 -0.47 0.94
C: -0.76 0.53 -2.01
N: -0.86 -0.64 -1.14
C: -2.23 -0.86 -0.70
C: -2.66 0.26 0.26
N: -1.50 0.81 0.96
C: -1.67 1.85 1.86
C: -0.55 2.59 2.28
F: 0.67 2.28 1.80
C: -0.60 3.63 3.18
F: 0.51 4.27 3.53
C: -1.81 4.02 3.71
F: -1.88 5.03 4.58
C: -2.94 3.35 3.32
F: -4.13 3.70 3.82
C: -2.87 2.30 2.42
F: -4.04 1.70 2.13
C: -0.15 -1.80 -1.67
C: 1.34 -1.52 -1.63
N: 1.71 -0.93 -0.34
C: 3.02 -0.53 -0.11
C: 3.36 0.09 1.10
F: 2.38 0.34 1.99
C: 4.62 0.49 1.45
F: 4.83 1.08 2.62
C: 5.67 0.29 0.58
F: 6.91 0.68 0.89
C: 5.40 -0.31 -0.63
F: 6.40 -0.52 -1.49
C: 4.12 -0.70 -0.96
F: 4.00 -1.29 -2.17
H: -1.24 0.33 -2.98
H: 0.29 0.79 -2.18
H: -1.24 1.39 -1.54
H: -2.26 -1.82 -0.18
H: -2.92 -0.91 -1.55
H: -3.38 -0.18 0.94
H: -3.18 1.05 -0.29
H: -0.46 -2.03 -2.69
H: -0.39 -2.65 -1.03
H: 1.61 -0.87 -2.46
H: 1.87 -2.47 -1.80
C: -1.04 -4.41 4.73
Si: -0.01 -3.94 3.27
C: 1.77 -3.78 3.72
C: -0.28 -5.10 1.84
Se: -0.86 -1.89 2.62
H: -0.73 -5.39 5.10
H: -2.10 -4.47 4.46
H: -0.94 -3.68 5.53
H: 2.12 -4.68 4.24
H: 1.92 -2.92 4.38
H: 2.39 -3.64 2.82
H: -0.11 -6.14 2.14
H: 0.40 -4.85 1.02
H: -1.31 -5.01 1.48

Its HOMO-LUMO gap (spin up / spin down) is 7.17 / 6.13 eV. The value obtained for the highest occupied orbital energy (spin up / spin down) is -6.89 / -7.89 eV. The multiplicity is 5. Its expectation value of S² is 6.0210. As for the net charge: 0. The calculation puts the calculated total energy at -4732.1733 a.u. The relative energy (zero: lowest compared OMol25 entry of this formula, charge and spin) is 37.18 kJ/mol.